C35H78FN3O16P | ωB97M-V/def2-TZVPD

Atoms and positions in Å:
C -5.7340 1.2750 -1.8580
C -4.2943 1.9428 -1.6333
O -3.9631 2.6911 -2.8298
C -2.6576 2.3549 -3.3337
C -2.7208 1.2132 -4.4261
O -3.1104 -0.0617 -3.8195
C -2.5642 -1.1132 -4.6388
C -1.2261 -1.7015 -3.9424
N -0.5378 -0.7737 -3.2184
N 0.5331 -1.3238 -2.6813
C 1.3204 -0.3483 -1.8367
C 1.0170 -0.6154 -0.2797
C 2.3054 -0.7303 0.6332
O 2.1429 0.0419 1.8413
C 2.5066 -0.6758 2.9913
C 1.5559 -0.5134 4.2585
O 3.5057 -1.3772 3.1176
C 1.0132 -2.6024 -2.7771
P 2.6122 -3.1562 -1.9258
O 3.4543 -3.9599 -2.9245
C 0.3088 -3.6836 -3.5412
C 0.7773 -5.1699 -3.6503
C 0.6296 -5.8693 -2.2319
O 0.2166 -5.3236 -1.2352
F 1.0114 -7.2056 -2.1114
C -0.9449 -3.1687 -4.1711
O -1.8268 -3.9670 -4.9364
C -2.6500 -4.5791 -3.9776
N -3.4691 -4.8922 -3.2034
H -6.3286 1.3224 -0.8892
H -5.5556 0.1948 -2.1578
H -6.2880 1.8211 -2.6842
H -4.2924 2.6319 -0.7429
H -3.5661 1.0918 -1.4470
H -2.2340 3.2883 -3.8113
H -1.9303 2.0627 -2.5060
H -3.3599 1.4592 -5.3222
H -1.6482 1.0637 -4.7912
H -2.3795 -0.7923 -5.7027
H -3.3151 -1.9656 -4.5453
H 2.4123 -0.3268 -2.1020
H 0.9532 0.7119 -2.0241
H 0.4093 -1.5814 -0.2537
H 0.3220 0.2039 0.0885
H 3.2822 -0.4980 0.1103
H 2.3835 -1.8262 0.9448
H 1.2874 -1.5239 4.6984
H 0.6428 0.0695 3.9535
H 2.1771 0.0677 5.0139
H 3.4355 -2.0966 -1.4660
H 2.3314 -3.9759 -0.7718
H 0.0473 -5.7231 -4.3283
H 1.8128 -5.3142 -4.0715
C -3.0061 3.1528 3.3419
C -3.4440 1.8096 2.7921
O -3.8152 1.9302 1.4212
H -3.8103 3.8858 3.2466
H -2.7256 3.0718 4.3943
H -2.1517 3.5410 2.7798
H -4.3094 1.4356 3.3412
H -2.6377 1.0727 2.8752
H -3.0453 2.2518 0.9363
C 0.6658 -2.6043 -7.8400
C -0.7313 -2.0435 -7.6568
O -0.6975 -0.6225 -7.7266
H 1.3396 -2.2126 -7.0734
H 0.6605 -3.6953 -7.7810
H 1.0774 -2.3076 -8.8077
H -1.1318 -2.3154 -6.6792
H -1.4088 -2.4198 -8.4293
H -0.3510 -0.3791 -8.5943
C -2.3097 4.7363 -7.2867
C -1.0014 3.9837 -7.4302
O -1.0679 2.7373 -6.7413
H -2.5351 4.9152 -6.2326
H -2.2676 5.6959 -7.8057
H -3.1390 4.1521 -7.6959
H -0.1801 4.5599 -7.0017
H -0.7758 3.7920 -8.4839
H -1.7897 2.2281 -7.1308
C -9.2514 5.0210 -2.0025
C -8.4694 3.7518 -1.7262
O -7.6083 3.4517 -2.8199
H -9.8447 4.9144 -2.9133
H -9.9200 5.2569 -1.1718
H -8.5747 5.8658 -2.1591
H -9.1472 2.9074 -1.5920
H -7.8640 3.8569 -0.8197
H -7.0046 4.1975 -2.9285
C 6.8762 0.0189 5.2775
C 5.4639 -0.1050 5.8134
O 4.5231 0.3597 4.8500
H 7.1002 1.0582 5.0243
H 7.6049 -0.3298 6.0123
H 6.9941 -0.5656 4.3601
H 5.3438 0.4964 6.7163
H 5.2300 -1.1466 6.0582
H 4.6265 -0.1839 4.0526
C -2.6392 -0.1440 5.8499
C -2.2394 -1.4555 5.2012
O -0.9756 -1.8892 5.6964
H -1.8886 0.6256 5.6532
H -3.6049 0.1999 5.4714
H -2.7061 -0.2521 6.9316
H -2.1523 -1.3366 4.1190
H -2.9824 -2.2333 5.4043
H -1.0597 -2.0025 6.6512
C 11.1903 1.2083 7.5164
C 9.8875 0.7325 8.1288
O 9.3625 -0.3647 7.3874
H 11.0370 1.5113 6.4781
H 11.5983 2.0540 8.0739
H 11.9305 0.4033 7.5083
H 9.1448 1.5318 8.1153
H 10.0371 0.4172 9.1662
H 10.0186 -1.0723 7.4098
C -4.7440 2.0587 10.0253
C -4.4721 1.4399 8.6683
O -3.0708 1.2791 8.4675
H -4.2513 3.0300 10.1085
H -5.8158 2.1921 10.1864
H -4.3447 1.4284 10.8247
H -4.8528 2.0820 7.8724
H -4.9549 0.4606 8.5830
H -2.7404 0.7034 9.1687
C 7.1302 -4.0442 -3.7137
C 7.5129 -2.7108 -3.1022
O 6.4924 -1.7444 -3.3406
H 6.9719 -3.9405 -4.7896
H 7.9091 -4.7904 -3.5422
H 6.1924 -4.4106 -3.2867
H 8.4369 -2.3377 -3.5457
H 7.6625 -2.8057 -2.0220
H 5.6802 -2.0736 -2.9386

Cartesian forces (eV/Å) of the 6 atoms listed first:
0.7215 0.0117 0.2132
-1.3051 -0.7792 0.1076
1.5587 -0.9142 0.4624
-0.2086 0.1269 -0.6931
1.6042 0.5231 0.5420
1.0295 -0.1244 -1.7712

The LUMO energy is -5.36 eV. The value obtained for the orbital gap is 0.2125 hartree. As for the charge: +1.

Results of the Löwdin charge analysis, in e, for atoms 1 through 4: -0.06, -0.24, -0.17, -0.17